# 1
Entry from the Open Molecules 2025 dataset: the ion C3H5N2O2S with charge +1 in a non-equilibrium geometry (the ωB97M-V functional and the def2-TZVPD basis).

The geometry in ORCA input format:
```
! RIJCOSX wB97M-V def2-TZVPD def2/J DEFGRID3
* xyz 1 1
O 1.218 2.988 -0.046
H -0.725 -2.094 0.507
H 1.508 3.657 0.586
N 0.899 1.727 0.505
C -0.860 -1.081 0.253
H -0.017 1.237 -1.266
N 0.337 -0.391 -0.018
H -2.982 -1.410 0.584
H 1.149 -0.871 0.354
S -2.648 0.857 -0.143
C -2.174 -0.681 0.160
O -4.074 0.924 -0.135
C 0.358 0.932 -0.310
*
```

Properties
ΔE to the lowest compared entry with this formula, charge and spin: 56.5 kcal per mole
HOMO energy (spin up / spin down): -14.40 / -14.40 eV

natural (NBO) atomic charge list, values in e, 5 entries: -0.538 0.244 0.511 -0.046 0.231



# 2
Entry from the Open Molecules 2025 dataset: a structure of composition C22H42IrNP3S in a non-equilibrium geometry (the ωB97M-V functional and the def2-TZVPD basis).

The geometry in ORCA input format:
```
! RIJCOSX wB97M-V def2-TZVPD def2/J DEFGRID3
* xyz 3 5
P -1.124 -2.244 -1.213
C -2.109 -2.380 -2.778
H -1.937 -1.354 3.763
H 1.559 0.096 -4.254
C 3.585 0.372 0.827
H -1.854 -0.148 -3.987
H 0.635 0.904 1.216
H -1.826 -3.626 0.725
C 0.714 2.214 -2.689
Ir -0.574 -0.224 -0.427
C 0.270 -3.368 -1.582
H -2.847 -1.373 2.252
C 3.191 3.694 -0.926
C -2.584 1.384 1.286
C -3.888 1.632 1.745
H -5.527 0.415 -0.976
H -2.862 -3.868 -0.711
H -3.006 -1.749 -2.715
H 1.728 2.262 -2.280
H 0.075 2.938 -2.173
N -2.379 0.697 0.136
C 3.204 1.830 2.759
H -3.059 -2.412 0.283
H 4.591 1.677 4.371
H 1.670 -2.095 1.146
P -0.418 -1.062 1.846
H -2.430 -3.429 -2.882
H 1.931 -0.831 -2.771
H -1.916 -2.814 2.743
H 1.753 4.312 0.511
H -2.206 1.409 -3.180
H -0.230 -0.393 4.227
H -3.178 0.147 -1.703
C 1.126 -0.502 -3.438
C -4.739 0.732 -0.295
H 1.241 -2.596 2.803
H 0.419 -3.340 1.402
C 5.041 0.275 2.773
H 5.846 -0.196 3.350
H -6.011 1.400 1.327
C -2.321 -3.123 -0.113
C 4.721 -0.148 1.479
H 2.555 2.558 3.240
H 0.845 -2.974 -2.429
P -0.029 0.560 -2.488
H -0.129 -4.360 -1.846
H 3.502 3.813 -1.977
S 1.314 2.004 0.886
H -1.697 1.703 1.848
C 1.925 3.969 -0.530
H 4.006 3.546 -0.194
H -3.999 2.059 2.742
H 1.123 4.152 -1.264
H -1.524 -2.105 -3.665
C 0.272 -0.086 3.302
H 0.928 -3.446 -0.711
C -1.425 0.805 -3.661
C 2.856 1.385 1.475
H 0.129 0.994 3.189
C -3.423 0.525 -0.707
C 0.841 -2.408 1.795
C -1.915 -1.715 2.723
H 5.367 -0.900 1.005
H 1.346 -0.280 3.389
H 0.725 2.459 -3.758
H 3.258 0.056 -0.177
C 4.323 1.306 3.383
H 0.606 -1.366 -3.867
C -4.988 1.270 0.966
H -1.066 1.361 -4.543
*
```

Properties
ΔE to the lowest compared entry with this formula, charge and spin: 8.4 kcal per mole
HOMO energy (spin up / spin down): -15.29 / -17.47 eV
⟨S²⟩: 6.0224

natural (NBO) atomic charge list, values in e, 5 entries: 0.955 -0.936 0.271 0.274 -0.249



# 3
Entry from the Open Molecules 2025 dataset: a cluster of 2 separate species, C2H4O3S in total in a non-equilibrium geometry (the ωB97M-V functional and the def2-TZVPD basis).

The geometry in ORCA input format:
```
! RIJCOSX wB97M-V def2-TZVPD def2/J DEFGRID3
* xyz 0 1
S -1.558 0.434 0.174
H 2.130 0.215 -0.643
C -0.156 -0.543 -0.623
O 0.025 -1.771 -0.259
H 0.911 1.554 -0.096
C 1.412 0.614 0.044
H 0.492 -1.970 0.552
O -2.685 -0.426 0.309
O -1.831 1.684 -0.494
H 1.260 0.207 1.037
*
```

Properties
ΔE to the lowest compared entry with this formula, charge and spin: 105.2 kcal per mole
HOMO energy (spin up / spin down): -9.32 / -9.33 eV

natural (NBO) atomic charge list, values in e, 5 entries: 1.775 0.219 0.144 -0.668 0.227



# 4
Entry from the Open Molecules 2025 dataset: a cluster of 2 separate species, C5H10O in total in a non-equilibrium geometry (the ωB97M-V functional and the def2-TZVPD basis).

The geometry in ORCA input format:
```
! RIJCOSX wB97M-V def2-TZVPD def2/J DEFGRID3
* xyz -1 2
H -0.128 0.935 4.150
H -1.021 2.823 2.849
H -0.122 0.313 -1.351
H -1.370 -0.551 2.163
C -0.097 -1.784 -1.833
C -1.247 1.806 2.581
C 1.652 -0.078 -2.602
H -0.559 -2.291 -0.981
C 0.395 -0.495 -1.883
H 1.547 -0.166 -3.691
H 2.410 -0.866 -2.436
H 2.005 0.888 -2.237
C -0.540 0.831 3.150
O -0.726 -0.493 2.880
H -0.102 -2.423 -2.723
H -2.099 1.552 1.964
*
```

Properties
ΔE to the lowest compared entry with this formula, charge and spin: 63.1 kcal per mole
HOMO energy (spin up / spin down): 1.07 / -2.01 eV
⟨S²⟩: 0.7535

natural (NBO) atomic charge list, values in e, 5 entries: 0.174 0.203 0.126 0.481 -0.756



# 5
Entry from the Open Molecules 2025 dataset: the molecule C3H5P in a non-equilibrium geometry (the ωB97M-V functional and the def2-TZVPD basis).

The geometry in ORCA input format:
```
! RIJCOSX wB97M-V def2-TZVPD def2/J DEFGRID3
* xyz 0 1
H -1.847 -0.725 0.398
H 2.836 0.381 1.036
H -1.925 1.128 0.515
C -0.437 0.263 -0.428
P 2.585 -0.137 -0.369
C -1.834 0.186 -0.122
C 0.860 0.124 -0.053
H -2.437 0.292 -0.965
H 2.198 -1.512 -0.012
*
```

Properties
structure (SMILES): CC#CP
ΔE to the lowest compared entry with this formula, charge and spin: 42.8 kcal per mole
HOMO energy: -8.64 eV

natural (NBO) atomic charge list, values in e, 5 entries: 0.245 0.004 0.248 0.037 0.347



# 6
Entry from the Open Molecules 2025 dataset: a cluster of 2 separate species, C18H27Br2N2O7P3S in total in a non-equilibrium geometry (the ωB97M-V functional and the def2-TZVPD basis).

The geometry in ORCA input format:
```
! RIJCOSX wB97M-V def2-TZVPD def2/J DEFGRID3
* xyz 0 1
H 1.754 0.421 -2.414
C 5.193 -0.962 3.910
O -1.783 1.961 -2.357
H -2.578 -0.945 2.115
H -5.473 0.019 -3.371
C -2.471 -2.975 -0.417
H 5.716 -0.567 4.780
O 1.230 1.281 -0.679
C 0.798 0.489 -1.784
C 5.023 -2.459 3.945
H -1.734 -3.813 -0.162
H 0.707 -3.630 -0.632
C -5.269 1.364 -1.579
Br 3.472 -0.055 3.820
H -0.504 -0.109 1.568
P -0.429 1.242 -2.988
H -2.802 0.971 1.023
H 1.155 2.071 -4.328
N -0.703 -2.486 2.259
H 5.975 -2.958 3.766
H -2.804 -3.208 -1.484
C 1.910 5.210 0.906
P -1.333 -1.262 1.451
H 3.679 -0.823 -0.573
H -6.089 2.089 -1.828
C 0.505 -1.083 -1.415
C -1.736 -1.526 -0.355
H -3.561 -1.635 -2.684
C 0.881 2.206 2.703
C 0.760 2.235 1.482
H -4.734 2.513 0.293
H 2.646 5.529 1.691
P 1.748 -1.752 -0.162
H -1.937 2.806 -2.833
H 1.713 -1.634 1.951
O -0.903 0.284 -4.058
C 0.177 3.587 -0.582
H -0.911 3.890 -0.485
C 0.236 2.058 -0.010
H 0.593 3.675 -1.626
N 1.894 -0.968 1.187
O 1.444 -3.398 -0.026
H -0.582 -3.248 1.582
H 0.807 2.006 3.809
H 5.722 -0.657 3.006
C -4.477 1.600 -0.332
H 4.286 -2.825 3.231
O 3.266 -1.643 -0.935
C -3.763 -0.760 -1.995
Br 4.456 -3.067 5.707
C -2.950 -0.517 -0.725
C -3.348 0.672 0.088
C 1.067 4.526 0.330
H 2.349 -1.437 -3.331
O 0.399 2.462 -3.845
C -4.878 0.169 -2.421
O -0.812 -1.507 -1.410
H -0.767 1.543 -0.050
H -3.366 -2.980 0.269
S 1.135 -1.989 -2.990
*
```

Properties
structure (SMILES): C#CC[C@H](C#C)O[C@@H]([C@](S)(O[C@@](C)([PH2]=N)c1ccccc1)P(=N)(O)O)P(=O)(O)O.BrCCBr
HOMO energy: -8.39 eV

natural (NBO) atomic charge list, values in e, 5 entries: 0.255 -0.452 -0.963 -0.033 0.230



| no. | molecular weight (g mol⁻¹) | E (Eh) |
| --- | --- | --- |
| 1 | 133.152 | -775.077747 |
| 2 | 637.791 | -2443.699070 |
| 3 | 108.118 | -702.325897 |
| 4 | 86.134 | -271.590799 |
| 5 | 72.047 | -458.513256 |
| 6 | 668.218 | -7908.266035 |